This record from the OMol25 dataset describes C17H20ClN5 in the gas phase at a distorted geometry. The level of theory is ωB97M-V with the def2-TZVPD basis set.

```
43
Properties=species:S:1:pos:R:3:nbo_charge:R:1
C 2.439 -5.384 0.817 -0.6125
C 1.905 -4.049 1.321 -0.1998
N 0.843 -3.552 0.476 -0.4537
C -0.379 -4.338 0.500 -0.2160
C -1.446 -3.369 0.008 -0.4084
C -1.028 -2.066 0.683 -0.4211
C 0.505 -2.144 0.668 -0.0427
C 1.113 -1.340 -0.498 -0.2262
N 1.028 0.086 -0.306 -0.5827
C 0.066 0.851 -0.881 0.4032
N -0.731 0.306 -1.799 -0.5322
C -1.644 1.064 -2.393 0.2590
N -1.896 2.336 -2.193 -0.4669
C -1.109 2.915 -1.279 0.1729
C -0.098 2.217 -0.588 0.0245
N 0.535 3.077 0.281 -0.5503
C -0.035 4.317 0.162 0.2396
C 0.269 5.499 0.825 -0.2609
C -0.472 6.622 0.520 -0.2072
C -1.496 6.565 -0.428 -0.0686
Cl -2.388 8.012 -0.763 -0.0018
C -1.815 5.403 -1.099 -0.1732
C -1.074 4.265 -0.799 -0.1250
H 2.699 -5.302 -0.234 0.2126
H 1.697 -6.169 0.932 0.2039
H 3.326 -5.665 1.380 0.2099
H 2.716 -3.315 1.299 0.1891
H 1.573 -4.159 2.372 0.1576
H -0.276 -5.210 -0.149 0.2011
H -0.617 -4.686 1.520 0.1589
H -2.453 -3.683 0.276 0.2158
H -1.383 -3.264 -1.074 0.2083
H -1.396 -1.189 0.156 0.2304
H -1.395 -2.040 1.710 0.2030
H 0.923 -1.758 1.612 0.1714
H 2.165 -1.620 -0.608 0.1971
H 0.582 -1.575 -1.419 0.2409
H 1.496 0.460 0.505 0.3794
H -2.258 0.558 -3.126 0.1746
H 1.319 2.861 0.872 0.4087
H 1.062 5.543 1.557 0.2170
H -0.264 7.558 1.013 0.2289
H -2.606 5.364 -1.829 0.2414
```

As for the net charge: 0. Its SMILES is CCN1CCC[C@@H]1CNc1ncnc2c1[nH]c1ccc(Cl)cc12. The value obtained for the energy above the lowest of the compared OMol25 structures with the same formula, charge and spin is 0.00 kJ/mol. The LUMO energy comes out at 0.016 Ha.

=====

This record from the OMol25 dataset describes a molecular structure, C12H22BrKN3OP at a distorted geometry. The level of theory is ωB97M-V with the def2-TZVPD basis set.

```
41
Properties=species:S:1:pos:R:3:nbo_charge:R:1
K 0.419 0.454 0.249 0.9272
C 0.391 -3.019 1.798 -0.4101
N 0.417 -2.555 3.188 -0.8043
C 1.101 -3.496 4.073 -0.4189
P 0.691 -0.934 3.408 2.4478
O -0.015 -0.144 2.354 -1.1939
N 0.192 -0.695 4.975 -0.8045
C 0.368 0.683 5.462 -0.4138
C -1.138 -1.212 5.333 -0.4136
N 2.313 -0.609 3.422 -0.8294
C 3.166 -0.903 4.572 -0.4058
C 2.917 0.362 2.503 -0.3859
H -0.004 -4.035 1.780 0.2064
H 1.387 -3.035 1.342 0.1909
H -0.271 -2.397 1.202 0.2114
H 0.611 -4.467 4.000 0.2060
H 1.036 -3.164 5.108 0.2151
H 2.156 -3.624 3.805 0.1883
H 1.341 1.075 5.174 0.2096
H 0.310 0.691 6.551 0.2046
H -0.405 1.350 5.068 0.1921
H -1.245 -2.243 5.007 0.2223
H -1.939 -0.618 4.884 0.1898
H -1.250 -1.176 6.417 0.2003
H 2.676 -1.569 5.275 0.2176
H 3.427 0.017 5.108 0.1852
H 4.095 -1.368 4.236 0.2035
H 2.329 0.464 1.604 0.1988
H 3.903 0.018 2.190 0.2172
H 3.024 1.346 2.973 0.1827
Br 7.058 -0.275 -2.384 -0.0041
C 5.216 0.044 -2.012 -0.0908
C 4.863 1.071 -1.157 -0.2814
C 3.504 1.277 -0.891 -0.2905
C 2.449 0.514 -1.441 -0.4912
C 2.908 -0.505 -2.303 -0.2647
C 4.250 -0.755 -2.598 -0.2750
H 5.629 1.699 -0.714 0.2092
H 3.281 2.106 -0.209 0.1642
H 2.186 -1.162 -2.791 0.1768
H 4.540 -1.556 -3.269 0.2108
```

As for the net charge: 0. The LUMO energy comes out at -0.003 Ha.

=====

This record from the OMol25 dataset describes C6H7N3O4 in the gas phase at a distorted geometry. The level of theory is ωB97M-V with the def2-TZVPD basis set.

```
20
Properties=species:S:1:pos:R:3:nbo_charge:R:1
N 0.119 1.589 2.298 -0.7984
C 0.426 0.847 1.221 0.6376
O 1.443 1.021 0.604 -0.5838
C -0.502 -0.304 0.723 0.2323
N -0.127 -1.061 -0.409 -0.6555
C 1.230 -1.494 -0.655 -0.0498
C 1.900 -1.035 -1.708 -0.1573
C 1.165 -0.049 -2.487 -0.6017
C 0.129 0.639 -2.096 0.7713
O -0.705 1.421 -1.896 -0.4719
N -1.810 -0.247 0.854 0.3078
O -2.639 -1.125 0.397 -0.5651
O -2.408 0.645 1.778 -0.5643
H -0.664 1.349 2.918 0.4154
H 0.839 2.147 2.674 0.4071
H -1.065 -1.644 -0.619 0.4639
H 1.627 -2.061 0.209 0.1959
H 2.942 -1.058 -1.998 0.2364
H 1.520 -0.033 -3.508 0.2641
H -3.419 0.455 1.701 0.5161
```

As for the net charge: 0. Its SMILES is NC(=O)/C(N/C=C\C=C=O)=[N+](/[O-])O. The value obtained for the energy above the lowest of the compared OMol25 structures with the same formula, charge and spin is 573.28 kJ/mol. The LUMO energy (alpha / beta) comes out at 0.005 / 0.005 Ha.

=====

This record from the OMol25 dataset describes C9H8N2O in the gas phase at a distorted geometry. The level of theory is ωB97M-V with the def2-TZVPD basis set.

```
20
Properties=species:S:1:pos:R:3:nbo_charge:R:1
O 1.788 -2.416 -0.911 -0.5266
C 1.502 -1.343 -0.469 0.7553
C -0.287 -0.910 -0.225 -0.0803
C -0.752 -0.202 0.790 -0.2124
C -2.200 -0.045 0.536 -0.4982
C -2.394 -0.745 -0.703 -0.1549
C -1.260 -1.239 -1.153 -0.2675
N 2.370 -0.330 0.011 -0.4525
C 2.385 1.024 0.207 -0.0714
C 3.639 1.441 0.559 -0.0907
N 4.446 0.278 0.480 -0.4228
C 3.709 -0.675 0.090 0.2016
H -0.092 0.233 1.512 0.2256
H -2.509 0.971 0.554 0.2484
H -2.717 -0.575 1.292 0.2576
H -3.192 -0.661 -1.352 0.2079
H -1.291 -1.745 -2.093 0.2336
H 1.533 1.647 0.073 0.2242
H 3.965 2.416 0.746 0.2171
H 4.100 -1.564 -0.132 0.2059
```

As for the net charge: 0. Its SMILES is O=C(C1=CCC=C1)n1ccnc1. The value obtained for the energy above the lowest of the compared OMol25 structures with the same formula, charge and spin is 345.84 kJ/mol. The LUMO energy comes out at 0.020 Ha.

=====

This record from the OMol25 dataset describes a gas-phase ion, C18H22NO (charge +1). The level of theory is ωB97M-V with the def2-TZVPD basis set.

```
42
Properties=species:S:1:pos:R:3:nbo_charge:R:1
C 1.439 3.532 -0.652 -0.3136
C 1.637 2.483 0.125 -0.2502
C 2.927 1.719 0.181 -0.2515
N 2.705 0.264 -0.025 -0.3760
C 3.936 -0.526 0.255 -0.2523
C 3.675 -2.006 0.232 -0.2552
C 3.257 -2.673 1.293 -0.3055
C 2.091 -0.034 -1.341 -0.2583
C 1.015 -1.127 -1.146 -0.0798
O 0.451 -0.951 0.134 -0.5605
C -0.893 -0.598 0.273 0.3536
C -1.192 0.147 1.431 -0.3033
C -2.478 0.519 1.691 -0.1527
C -3.525 0.172 0.813 -0.0044
C -4.864 0.544 1.054 -0.1949
C -5.856 0.170 0.192 -0.2013
C -5.555 -0.591 -0.949 -0.1875
C -4.266 -0.964 -1.213 -0.1842
C -3.220 -0.593 -0.344 -0.0590
C -1.883 -0.972 -0.591 -0.2884
H 0.510 4.073 -0.640 0.2250
H 2.201 3.907 -1.316 0.2031
H 0.861 2.137 0.794 0.2181
H 3.625 2.078 -0.579 0.2270
H 3.386 1.854 1.165 0.2347
H 1.954 -0.054 0.633 0.4717
H 4.690 -0.250 -0.485 0.2302
H 4.295 -0.236 1.246 0.2326
H 3.861 -2.514 -0.703 0.2192
H 3.079 -3.732 1.260 0.2250
H 3.084 -2.193 2.243 0.1993
H 1.613 0.880 -1.699 0.2470
H 2.849 -0.347 -2.058 0.2324
H 1.459 -2.126 -1.180 0.2070
H 0.271 -1.044 -1.940 0.2186
H -0.393 0.391 2.116 0.2124
H -2.709 1.087 2.580 0.2219
H -5.089 1.127 1.935 0.2179
H -6.879 0.455 0.382 0.2255
H -6.351 -0.880 -1.617 0.2249
H -4.033 -1.550 -2.090 0.2133
H -1.681 -1.578 -1.462 0.2182
```

As for the net charge: +1. Its SMILES is C=CC[NH+](CC=C)CCOc1ccc2ccccc2c1. The value obtained for the energy above the lowest of the compared OMol25 structures with the same formula, charge and spin is 116.88 kJ/mol. The LUMO energy comes out at -0.084 Ha.